No. 1
19
Properties=species:S:1:pos:R:3:mulliken_charge:R:1 method="wB97M-V/def2-TZVPD" total_charge=+1 e_lumo_ev="-4.20 / -4.20" homo_energy_ha="-0.445 / -0.445"
C -0.88 1.37 -0.04 -0.506
C 0.20 1.19 1.06 -0.568
C -1.68 0.12 -0.10 -0.656
C 3.03 -0.12 -0.71 -0.312
C 0.95 0.17 0.44 -0.013
C -1.02 -1.14 0.35 0.113
N 2.13 0.12 0.17 -0.084
N -0.97 -2.12 -0.56 -0.301
H -1.51 2.31 0.32 0.311
H -0.36 1.72 -1.01 0.332
H 0.86 1.95 1.39 0.417
H -0.23 0.72 2.01 0.249
H -2.62 0.10 0.52 0.293
H -1.96 -0.10 -1.13 0.330
H 2.80 0.32 -1.69 0.236
H 4.10 -0.29 -0.48 0.267
H -0.86 -1.50 1.40 0.377
H -1.13 -1.75 -1.58 0.264
H -0.85 -3.07 -0.35 0.252

---

No. 2
19
Properties=species:S:1:pos:R:3:mulliken_charge:R:1 method="wB97M-V/def2-TZVPD" total_charge=+1 e_lumo_ev=-4.86 homo_energy_ha=-0.501
C 1.12 -1.02 -0.57 -0.130
C -0.39 0.80 0.61 -0.442
C 2.15 -0.48 0.25 0.168
C -2.48 0.43 -0.44 0.219
C 2.97 0.62 -0.42 -1.130
C -2.88 -0.85 0.23 -1.188
N -1.36 1.01 -0.40 -0.514
N 0.66 -0.22 0.29 0.120
H 0.65 -1.78 -1.20 0.372
H -0.84 0.63 1.59 0.414
H 0.35 1.65 0.67 0.279
H 2.59 -1.04 1.14 0.325
H -3.18 0.71 -1.17 0.451
H 4.05 0.24 -0.70 0.336
H 3.05 1.61 0.20 0.315
H 2.39 1.03 -1.39 0.330
H -2.94 -1.56 -0.44 0.374
H -3.74 -0.68 0.79 0.371
H -2.17 -1.13 0.97 0.331

---

No. 3
20
Properties=species:S:1:pos:R:3:mulliken_charge:R:1 method="wB97M-V/def2-TZVPD" total_charge=+1 e_lumo_ev="-5.37 / -5.37" homo_energy_ha="-0.489 / -0.489"
C -1.80 -1.28 0.41 -0.063
C -1.99 -0.23 -0.47 -0.348
C -0.85 -1.07 1.39 -0.381
C -1.90 1.04 -0.03 -0.569
C 1.92 1.12 0.91 -0.808
C 1.48 -0.37 -1.84 -0.697
N 0.11 -0.21 1.51 -0.793
N 0.87 0.16 0.62 0.976
O 0.53 -0.13 -0.74 -0.099
H -2.26 -2.23 0.27 0.467
H -2.45 -0.57 -1.50 0.332
H -0.99 -1.63 2.33 0.396
H -1.71 1.22 1.01 0.316
H -2.28 1.92 -0.53 0.335
H 1.82 1.17 2.03 0.350
H 2.87 0.62 0.45 0.279
H 1.57 1.99 0.51 0.361
H 2.16 0.35 -2.28 0.322
H 0.80 -0.76 -2.67 0.260
H 2.09 -1.12 -1.37 0.364

---

No. 4
20
Properties=species:S:1:pos:R:3:mulliken_charge:R:1 method="wB97M-V/def2-TZVPD" total_charge=+1 e_lumo_ev="-3.45 / -3.45" homo_energy_ha="-0.419 / -0.419"
C -1.21 -0.82 -0.73 -0.411
C 0.97 -0.09 -1.22 0.851
C 1.80 0.54 -2.29 -1.179
C -2.64 1.31 2.07 -1.044
C 1.30 -1.33 0.94 -0.884
C -2.04 0.35 1.30 0.411
N -1.51 -0.03 0.29 0.066
N 1.54 -0.21 0.02 -0.227
O -0.18 -0.47 -1.59 -0.273
H -2.00 -1.13 -1.45 0.346
H 1.34 0.31 -3.34 0.300
H 2.07 1.57 -2.11 0.357
H 2.70 0.02 -2.18 0.415
H -2.63 2.29 1.50 0.275
H -2.42 1.29 3.13 0.325
H -3.74 1.15 2.13 0.334
H 2.09 -2.11 0.72 0.321
H 1.70 -0.89 1.93 0.283
H 0.35 -1.78 0.95 0.417
H 2.50 0.04 -0.06 0.319

---

No. 5
20
Properties=species:S:1:pos:R:3:mulliken_charge:R:1 method="wB97M-V/def2-TZVPD" total_charge=+1 e_lumo_ev=-3.89 homo_energy_ha=-0.511
C -1.75 -1.12 -0.25 0.173
C 0.93 -0.44 1.27 -0.709
C 1.13 -0.44 -0.32 -0.809
C -1.17 0.29 -0.48 -0.423
C -0.53 -0.29 1.46 -0.066
C 0.67 1.83 -0.94 -0.796
N -1.19 -1.50 0.92 -0.119
N 0.15 0.40 -1.08 -0.020
O -2.53 -1.69 -0.90 -0.489
H 1.35 -1.45 1.55 0.363
H 1.41 0.41 1.61 0.400
H 2.09 -0.38 -0.57 0.591
H 0.91 -1.56 -0.64 0.369
H -1.78 1.13 -0.56 0.530
H -0.84 0.48 2.18 0.370
H 0.04 2.62 -1.52 0.321
H 0.71 1.81 0.19 0.367
H 1.71 1.88 -1.33 0.316
H -1.56 -2.26 1.51 0.274
H 0.24 0.28 -2.11 0.358

---

No. 6
20
Properties=species:S:1:pos:R:3:mulliken_charge:R:1 method="wB97M-V/def2-TZVPD" total_charge=+1 e_lumo_ev=-4.28 homo_energy_ha=-0.519
C -0.10 0.38 0.16 0.387
C 2.48 -0.03 0.09 0.542
C -0.56 -1.07 0.21 -0.506
C -1.32 1.24 -0.04 -0.554
C -2.13 -0.93 0.29 -0.717
C -2.51 0.39 -0.43 -0.449
N 0.99 0.93 -0.08 -0.481
N 3.52 0.75 0.19 -0.263
O 2.50 -1.26 -0.25 -0.365
H -0.50 -1.50 -0.84 0.268
H -0.01 -1.64 1.02 0.380
H -1.57 1.87 0.96 0.269
H -1.19 2.11 -0.66 0.423
H -2.70 -1.88 -0.11 0.352
H -2.20 -0.93 1.41 0.296
H -3.33 0.88 0.02 0.278
H -2.52 0.13 -1.56 0.268
H 3.45 1.76 0.25 0.274
H 4.44 0.52 0.00 0.228
H 3.26 -1.71 -0.63 0.369

---

No. 7
21
Properties=species:S:1:pos:R:3:mulliken_charge:R:1 method="wB97M-V/def2-TZVPD" total_charge=+1 e_lumo_ev="-4.29 / -4.29" homo_energy_ha="-0.452 / -0.452"
C 1.90 1.68 -0.22 -0.744
C 2.54 0.43 -0.04 0.809
C -0.48 1.36 -0.64 0.227
C -2.23 -1.67 0.12 -1.034
C -1.57 0.63 -0.77 -0.303
C -2.09 -0.11 0.40 -0.442
N 2.16 -0.83 -0.51 0.016
N 0.58 2.05 -0.34 -0.103
O 3.84 0.49 0.41 -0.571
O 3.18 -1.77 -0.48 -0.375
H 2.51 2.46 0.14 0.278
H -1.26 -2.05 -0.19 0.268
H -2.50 -2.28 1.05 0.325
H -3.07 -1.78 -0.59 0.329
H -1.96 0.45 -1.79 0.364
H 1.21 -1.08 -0.36 0.199
H -1.62 -0.06 1.36 0.340
H -3.12 0.17 0.46 0.322
H 0.26 2.90 0.23 0.359
H 4.18 1.45 0.42 0.374
H 3.93 -1.40 -0.06 0.362